{
  "formula": "C52H110N4O24P6",
  "method": "ωB97M-V with the def2-TZVPD basis set",
  "symbols": ["C", "C", "O", "P", "O", "O", "C", "C", "O", "C", "C", "H", "H", "H", "H", "H", "H", "H", "H", "H", "H", "H", "H", "H", "H", "H", "C", "C", "O", "P", "O", "O", "C", "C", "O", "C", "C", "H", "H", "H", "H", "H", "H", "H", "H", "H", "H", "H", "H", "H", "H", "H", "C", "C", "O", "P", "O", "O", "C", "C", "O", "C", "C", "H", "H", "H", "H", "H", "H", "H", "H", "H", "H", "H", "H", "H", "H", "H", "C", "C", "O", "P", "O", "O", "C", "C", "O", "C", "C", "H", "H", "H", "H", "H", "H", "H", "H", "H", "H", "H", "H", "H", "H", "H", "C", "C", "O", "P", "O", "O", "C", "C", "O", "C", "C", "H", "H", "H", "H", "H", "H", "H", "H", "H", "H", "H", "H", "H", "H", "H", "C", "C", "O", "P", "O", "O", "C", "C", "O", "C", "C", "H", "H", "H", "H", "H", "H", "H", "H", "H", "H", "H", "H", "H", "H", "H", "C", "C", "C", "N", "C", "H", "H", "H", "H", "H", "C", "C", "C", "N", "C", "H", "H", "H", "H", "H", "C", "C", "C", "N", "C", "H", "H", "H", "H", "H", "C", "C", "C", "N", "C", "H", "H", "H", "H", "H"],
  "coordinates": [[-4.359050, -4.742180, -6.606820], [-3.570230, -3.483020, -7.105290], [-2.540710, -3.107790, -6.212030], [-1.482910, -1.948930, -6.588450], [-0.596240, -2.333690, -7.736530], [-0.650160, -1.674950, -5.247350], [0.531590, -0.882650, -5.193050], [1.430000, -1.579030, -4.209020], [-2.435610, -0.631620, -6.867250], [-1.851820, 0.506750, -7.473360], [-1.980360, 0.283540, -8.954490], [-3.968250, -5.734820, -6.830520], [-4.575500, -4.765870, -5.538790], [-5.315450, -4.718640, -7.129160], [-3.293260, -3.580110, -8.155030], [-4.241180, -2.624140, -7.121200], [1.107190, -0.782530, -6.113250], [0.334750, 0.095460, -4.754110], [1.365030, -2.637010, -4.463110], [2.400450, -1.084000, -4.244710], [1.027580, -1.406990, -3.210750], [-2.382460, 1.423650, -7.216800], [-0.812770, 0.611540, -7.161130], [-3.024480, 0.146680, -9.235900], [-1.650330, 1.197190, -9.448870], [-1.402270, -0.569330, -9.310180], [-12.062330, -4.035820, -13.532860], [-10.910760, -4.443370, -14.542740], [-9.761160, -4.870030, -13.797620], [-8.432080, -3.956800, -13.735560], [-8.624020, -2.597400, -13.126150], [-7.450890, -4.941330, -12.910170], [-7.920100, -5.383140, -11.659300], [-7.667020, -4.220290, -10.614660], [-7.875070, -3.972070, -15.316960], [-7.229180, -5.122430, -15.882280], [-5.744230, -4.853580, -15.908700], [-11.583910, -3.554070, -12.680140], [-12.556010, -3.193570, -14.017630], [-12.622650, -4.887340, -13.146800], [-11.160740, -4.895290, -15.502630], [-10.734750, -3.508870, -15.075500], [-8.977330, -5.643120, -11.606700], [-7.325390, -6.177120, -11.207620], [-8.379460, -3.399630, -10.698540], [-7.866290, -4.483690, -9.575900], [-6.714060, -3.714860, -10.771170], [-7.476350, -6.000750, -15.285980], [-7.716590, -5.388670, -16.820170], [-5.419890, -5.737020, -16.458640], [-5.567170, -3.942070, -16.479570], [-5.211390, -4.887100, -14.958410], [-3.012440, 4.634690, -12.994360], [-1.679550, 4.166900, -13.700910], [-0.729410, 3.807410, -12.729390], [-0.355870, 2.301120, -12.233120], [-1.429060, 1.313190, -12.072050], [0.708990, 1.808970, -13.426830], [0.215830, 0.921790, -14.424500], [0.714180, -0.477770, -14.106170], [0.620730, 2.525530, -11.014520], [1.886930, 3.034620, -10.969090], [2.776790, 2.044810, -10.367050], [-3.531380, 3.695210, -12.804170], [-2.947240, 5.238300, -12.089100], [-3.516160, 5.201390, -13.777450], [-2.002180, 3.502120, -14.502210], [-1.400490, 5.067750, -14.247440], [-0.864790, 1.055530, -14.474290], [0.547460, 1.152650, -15.436840], [0.194860, -1.316030, -14.570640], [1.751780, -0.733410, -14.320930], [0.429190, -0.735040, -13.086030], [2.085920, 3.094270, -12.039120], [1.993160, 4.047090, -10.579570], [3.710760, 2.488110, -10.021690], [2.315980, 1.412570, -9.608090], [3.078280, 1.251770, -11.051380], [-14.576040, 0.072840, -18.136480], [-13.115000, 0.341050, -18.645310], [-12.960630, -0.613240, -19.715220], [-11.692310, -0.542410, -20.751760], [-10.901600, 0.719700, -20.705230], [-10.885120, -1.919970, -20.430200], [-9.810730, -2.343110, -21.269260], [-8.503470, -1.847530, -20.605270], [-12.307960, -0.912410, -22.133930], [-12.935540, -0.049210, -22.983340], [-14.381100, -0.027500, -22.456710], [-14.667400, -0.380070, -17.149240], [-15.218880, 0.946260, -18.246020], [-14.962660, -0.617910, -18.885810], [-12.989080, 1.306800, -19.134750], [-12.527120, 0.412230, -17.730190], [-9.762480, -3.430720, -21.322940], [-9.955450, -2.208420, -22.341180], [-7.701890, -2.493230, -20.963920], [-8.297040, -0.843470, -20.975870], [-8.617120, -2.032030, -19.537030], [-12.436870, 0.917300, -23.055980], [-12.912020, -0.591500, -23.928570], [-14.615110, -1.091610, -22.488270], [-14.444320, 0.172080, -21.387000], [-15.130510, 0.622130, -22.908890], [-11.573680, 0.165560, -14.735960], [-10.532800, 0.627950, -13.674720], [-11.056470, 1.724260, -12.963230], [-10.834130, 2.052250, -11.389140], [-11.722870, 3.118290, -10.891920], [-9.203060, 2.300530, -11.097000], [-8.272270, 1.259840, -10.786180], [-7.603780, 1.682930, -9.490940], [-11.327990, 0.701620, -10.632080], [-12.680160, 0.257540, -10.678010], [-12.576720, -1.111090, -11.315040], [-12.521410, -0.221450, -14.361590], [-11.708340, 1.022240, -15.396320], [-11.158850, -0.644930, -15.335220], [-10.186690, -0.153490, -12.998220], [-9.623660, 0.985290, -14.158330], [-8.833260, 0.331450, -10.679020], [-7.606490, 1.101430, -11.634550], [-8.356100, 1.445670, -8.738720], [-6.733610, 1.056540, -9.294610], [-7.231860, 2.698790, -9.357480], [-13.210170, 0.359670, -9.731040], [-13.225400, 1.012510, -11.244430], [-12.014380, -1.054210, -12.247050], [-12.025990, -1.745720, -10.620750], [-13.552420, -1.520890, -11.576120], [-3.449950, 3.593300, -19.535780], [-4.228480, 3.684890, -18.208380], [-5.430290, 4.298720, -18.654940], [-6.690430, 3.304410, -19.120760], [-6.408530, 2.305610, -20.168500], [-7.361480, 2.693460, -17.667310], [-8.673340, 2.264760, -17.633230], [-8.629040, 0.745460, -18.150120], [-7.818260, 4.440390, -19.620180], [-7.814110, 5.247530, -20.829350], [-9.233950, 5.714500, -21.149530], [-3.313890, 4.623290, -19.865500], [-2.527980, 3.037570, -19.364800], [-3.935230, 3.026740, -20.330520], [-4.398140, 2.733900, -17.703460], [-3.594670, 4.338550, -17.609120], [-9.066590, 2.261160, -16.616650], [-9.391650, 2.805020, -18.249880], [-9.600680, 0.499970, -18.578780], [-7.811390, 0.605470, -18.857190], [-8.436650, 0.034690, -17.346440], [-7.150070, 6.072620, -20.571720], [-7.203970, 4.848840, -21.639830], [-9.906240, 5.005660, -20.666130], [-9.474770, 6.751780, -20.916820], [-9.293350, 5.640250, -22.235370], [-0.814160, 0.487950, -18.547000], [0.049140, -0.195280, -19.377810], [1.224390, 0.450430, -19.471460], [1.203730, 1.540190, -18.682330], [-0.063160, 1.644460, -18.141070], [-1.762750, 0.113890, -18.191110], [-0.233410, -1.129240, -19.840730], [2.120680, 0.328560, -20.061560], [2.008710, 2.115620, -18.479860], [-0.336310, 2.423730, -17.444980], [-1.754110, -3.551280, -15.856570], [-1.544300, -4.867690, -16.393720], [-1.766120, -5.790410, -15.349240], [-2.109120, -5.081010, -14.208330], [-2.138530, -3.808930, -14.578090], [-1.793530, -2.543220, -16.242140], [-1.175340, -5.104550, -17.380720], [-1.565740, -6.850690, -15.303700], [-2.374800, -5.457450, -13.309540], [-2.416770, -3.064940, -13.846340], [-5.098020, -2.027050, -19.511680], [-3.936860, -2.182400, -20.350850], [-3.348550, -0.881230, -20.518810], [-4.239020, -0.026350, -19.943520], [-5.337580, -0.666370, -19.323750], [-5.650640, -2.732170, -18.908510], [-3.400910, -3.100690, -20.540350], [-2.412440, -0.479760, -20.877870], [-3.962970, 0.945200, -19.944920], [-5.966250, -0.103730, -18.649500], [-4.345610, -0.350620, -14.627230], [-4.926700, -0.523290, -15.869720], [-6.222130, -1.008340, -15.760750], [-6.518390, -1.102540, -14.482630], [-5.419990, -0.602770, -13.749300], [-3.324860, -0.084590, -14.395520], [-4.420120, -0.418640, -16.817790], [-7.019270, -1.409920, -16.368770], [-7.384220, -1.460540, -14.105430], [-5.486910, -0.566490, -12.671980]],
  "atomic_forces_ev_per_a": [[0.108, 0.489, -0.391], [-1.768, -0.302, 0.137], [1.778, 1.030, 0.738], [0.485, -0.137, -2.040], [-1.178, 0.853, 1.469], [-1.648, -0.227, -0.783], [0.951, 0.153, 0.726], [-0.444, 0.299, 0.330], [0.363, -2.185, 1.844], [0.282, -0.191, -1.170], [0.316, 0.852, -0.582], [0.664, 0.281, -0.224], [0.128, 0.506, 0.011], [-0.152, 0.116, 0.024], [0.769, -0.335, 0.139], [-0.437, -0.121, 0.105], [-0.756, -0.127, -0.497], [-0.537, 0.205, -0.519], [0.787, -0.004, 0.237], [0.271, -0.583, -0.050], [0.039, -0.332, 0.115], [-0.218, -0.284, 0.511], [0.103, 0.089, -0.024], [-0.060, -0.056, 0.131], [0.127, -0.130, -0.340], [0.020, 0.127, 0.115], [1.726, -0.392, -0.909], [-1.090, 2.747, 0.656], [0.503, -0.132, -0.665], [0.206, -0.150, -1.379], [0.215, -1.745, -1.468], [-0.728, 0.326, -1.688], [0.369, 1.813, 3.547], [-1.151, 0.461, -0.364], [-1.458, 0.953, 3.092], [-0.091, -0.433, 1.400], [-0.490, -1.111, -1.157], [0.276, -0.171, 0.039], [-0.946, -0.563, 0.042], [-0.444, 0.322, -0.382], [-0.044, -1.988, 0.782], [0.883, 0.814, 0.635], [0.096, -0.158, -0.560], [0.130, -0.446, -1.123], [-0.247, -0.010, -0.669], [0.640, -0.675, 0.029], [0.274, -0.534, 0.195], [0.210, -0.063, 0.409], [0.349, 0.768, -0.423], [0.825, 0.174, -0.336], [0.370, -0.078, 0.160], [-0.447, 0.344, 0.111], [0.651, -1.289, -1.148], [-2.446, 2.290, 0.652], [0.949, -1.516, 0.705], [1.518, -0.213, -2.551], [0.131, 0.935, 0.373], [-0.655, 1.315, 1.361], [0.015, -0.965, -0.552], [-1.131, -1.307, 0.535], [-4.236, -0.729, 0.635], [1.372, 0.985, -2.692], [1.600, -1.735, 0.683], [-0.509, 0.315, 0.328], [0.491, -0.110, -0.160], [-0.471, -0.021, 0.199], [0.609, -0.969, 0.441], [1.154, -0.080, 0.231], [-0.128, -0.694, 0.141], [0.467, 0.741, 0.205], [-0.468, 0.382, -0.903], [0.177, 0.767, 0.270], [0.592, 0.375, 0.447], [1.170, 0.605, -0.036], [-0.605, -0.104, 0.461], [-0.112, 0.012, 0.290], [-0.179, 0.683, 0.597], [-0.031, 0.245, -0.595], [0.340, 0.225, -1.355], [-2.231, 1.058, 0.168], [2.438, -0.593, -0.239], [1.274, -0.087, 1.691], [-1.112, -1.246, 0.005], [-1.718, 1.197, -0.348], [1.331, -0.773, 0.416], [-0.606, -0.811, -1.849], [1.699, -1.748, 1.197], [-2.095, 1.109, -0.946], [-0.081, -0.188, 0.209], [0.212, 0.191, -0.067], [0.151, 0.159, 0.423], [-0.263, -0.241, 0.290], [-0.314, 0.203, 0.261], [1.158, -1.137, -0.542], [-0.503, -0.312, 0.970], [-0.072, 1.337, 0.027], [0.211, 0.092, 0.037], [0.108, 0.174, 0.870], [0.162, 0.626, -0.030], [0.041, -0.004, 0.035], [-0.048, 0.582, -0.339], [-0.796, 0.086, -0.321], [0.444, 0.381, -0.031], [0.239, -0.257, -0.533], [1.126, 0.188, 0.316], [0.158, -0.710, -0.605], [-0.221, 1.122, 1.653], [-0.512, -0.013, 0.887], [1.162, 0.132, -1.034], [-3.473, -0.387, -0.987], [0.120, 0.186, -0.149], [0.095, -1.203, 0.416], [2.487, 0.487, 0.325], [-0.258, 0.943, -1.276], [-0.587, 0.078, 0.151], [0.022, 0.425, 0.354], [-0.403, -0.079, -0.028], [0.292, 0.004, -0.049], [-0.329, -0.293, 0.056], [0.005, -0.086, -0.398], [0.206, -0.160, 0.367], [0.180, 0.349, -0.034], [0.240, 0.368, 0.419], [-0.012, -0.283, 0.014], [-0.492, 0.126, -0.639], [0.697, -0.624, 0.510], [-0.192, -0.296, -0.673], [0.027, 0.119, 0.151], [-0.165, -0.285, -0.132], [-0.061, -0.207, 0.303], [0.575, -1.018, 0.616], [1.075, -0.502, -2.309], [-3.226, -1.121, 0.647], [-1.849, 2.137, 0.625], [0.332, 0.422, 1.015], [3.046, 3.158, -2.408], [-1.303, -3.599, -1.003], [-0.745, 1.006, 0.768], [1.291, -2.008, 1.165], [1.500, 1.083, 1.174], [0.794, -0.714, -0.722], [0.379, -0.199, -0.141], [0.549, 0.480, -0.048], [-0.546, 0.200, 0.170], [-0.037, 0.002, 0.047], [-0.817, 0.249, 0.518], [0.408, 0.325, 0.166], [0.408, 0.392, -0.168], [0.193, -0.129, -0.298], [-0.467, 0.275, -0.287], [-0.001, 0.220, 0.291], [-0.308, 0.579, 0.208], [-0.782, -1.059, -0.180], [-0.245, 0.220, -0.224], [0.230, -0.194, 0.485], [-0.562, -0.131, -0.037], [1.342, 2.769, 1.481], [-0.733, -2.056, -1.107], [2.129, 0.113, -0.724], [-1.525, 0.750, 0.577], [-1.018, -1.485, 0.364], [-0.096, 0.447, -0.090], [0.311, 0.027, -0.212], [-0.181, -0.594, -0.034], [-0.438, 0.060, -0.136], [0.166, -0.011, -0.068], [-0.611, -1.459, 0.299], [0.149, -0.518, 1.041], [0.609, 0.490, -0.940], [0.204, -1.597, -1.413], [-0.401, 3.305, 1.827], [0.245, -0.314, -0.457], [-0.146, -0.158, 0.070], [-0.177, 0.084, -0.125], [0.132, 0.150, -0.349], [-0.090, 0.073, 0.036], [0.120, 1.392, -0.145], [1.274, 1.530, 0.954], [-2.544, -2.254, 0.818], [-0.119, 0.327, 0.359], [2.748, -0.115, -0.865], [0.000, -0.473, -0.588], [-0.258, -0.044, -0.199], [-0.158, -0.369, -0.332], [-0.930, 0.076, 0.274], [-0.077, -0.190, -0.333], [-2.265, 0.018, 1.695], [-0.015, -0.705, -2.795], [0.103, -0.265, -1.221], [1.861, 1.563, 2.869], [-0.004, -1.053, 0.151], [-0.225, 0.186, 0.140], [0.013, -0.011, -0.019], [0.597, 0.292, -0.964], [0.044, 0.098, 0.309], [0.130, -0.057, -0.043]],
  "lowdin_charge": [-0.056, -0.262, -0.178, 0.504, -0.258, -0.178, -0.302, -0.077, -0.200, -0.282, -0.081, 0.067, 0.073, 0.061, 0.118, 0.107, 0.119, 0.120, 0.090, 0.083, 0.078, 0.121, 0.104, 0.083, 0.057, 0.074, -0.040, -0.239, -0.198, 0.556, -0.253, -0.178, -0.249, -0.075, -0.206, -0.276, -0.056, 0.056, 0.067, 0.074, 0.121, 0.087, 0.112, 0.116, 0.049, 0.069, 0.077, 0.108, 0.123, 0.082, 0.071, 0.078, -0.060, -0.273, -0.174, 0.507, -0.220, -0.208, -0.283, -0.060, -0.160, -0.321, -0.071, 0.067, 0.075, 0.068, 0.112, 0.106, 0.093, 0.092, 0.058, 0.079, 0.075, 0.110, 0.131, 0.084, 0.086, 0.083, -0.054, -0.237, -0.215, 0.471, -0.237, -0.188, -0.269, -0.067, -0.186, -0.274, -0.053, 0.066, 0.070, 0.067, 0.107, 0.094, 0.108, 0.115, 0.066, 0.081, 0.080, 0.121, 0.124, 0.085, 0.055, 0.079, -0.050, -0.273, -0.185, 0.517, -0.239, -0.188, -0.279, -0.062, -0.228, -0.258, -0.068, 0.068, 0.069, 0.067, 0.093, 0.114, 0.104, 0.108, 0.080, 0.070, 0.083, 0.123, 0.109, 0.041, 0.085, 0.083, -0.081, -0.259, -0.209, 0.634, -0.236, -0.200, -0.265, -0.049, -0.227, -0.256, -0.056, 0.085, 0.056, 0.056, 0.112, 0.114, 0.105, 0.107, 0.042, 0.030, 0.044, 0.107, 0.115, 0.079, 0.073, 0.071, -0.096, -0.153, -0.162, 0.012, -0.127, 0.087, 0.099, 0.113, 0.152, 0.093, -0.094, -0.094, -0.132, 0.017, -0.218, 0.088, 0.082, 0.094, 0.152, 0.111, -0.119, -0.087, -0.124, 0.006, -0.116, 0.081, 0.073, 0.094, 0.101, 0.076, -0.092, -0.135, -0.175, 0.025, -0.102, 0.085, 0.070, 0.104, 0.078, 0.090],
  "spin_multiplicity": 1,
  "lumo_ha": 0.0135,
  "max_force_ha_per_bohr": 0.09733,
  "smiles": "CCOP(=O)(OCC)OCC.CCOP(=O)(OCC)OCC.CCOP(=O)(OCC)OCC.CCOP(=O)(OCC)OCC.CCOP(=O)(OCC)OCC.CCOP(=O)(OCC)OCC.c1cc[nH]c1.c1cc[nH]c1.c1cc[nH]c1.c1cc[nH]c1",
  "e_homo_ev": -7.54,
  "total_charge": 0,
  "relative_energy_kj_mol": 554.4
}